# C17H25N3O4S

C17H25N3O4S in the gas phase in a non-equilibrium geometry (ωB97M-V with the def2-TZVPD basis set, OMol25).

XYZ file:
```
50
Properties=species:S:1:pos:R:3:forces:R:3
C 8.01992 1.68983 0.37394 0.0 -0.2 0.0
C 7.54468 0.25808 0.59319 -0.1 0.2 0.2
C 6.04014 0.15326 0.84028 0.1 -0.1 -0.3
H 5.79656 -0.87625 1.11239 -0.1 0.0 0.0
H 5.76320 0.79796 1.67914 0.0 0.0 0.1
C 5.21086 0.53070 -0.38856 0.2 0.0 0.1
N 3.80149 0.28954 -0.17594 0.0 0.3 0.2
C 3.14353 -0.73017 -0.77502 -0.2 0.2 0.1
O 3.65836 -1.47051 -1.58770 0.1 -0.3 -0.1
C 1.71001 -0.87487 -0.36936 -0.4 -0.1 0.0
C 1.14434 -2.13512 -0.41081 -0.1 -0.1 0.0
C -0.18910 -2.31840 -0.05916 0.6 1.5 0.0
C -0.99879 -1.23833 0.33799 0.1 -0.2 0.0
C -0.42294 0.03544 0.32965 0.0 0.0 0.1
C 0.89963 0.20861 -0.01272 0.2 -0.3 0.0
H 1.29367 1.21375 -0.03971 0.0 0.1 0.0
H -1.02310 0.90524 0.54348 -0.1 0.0 0.0
S -2.64326 -1.56217 0.80459 -0.8 0.7 0.6
C -3.20313 0.00707 1.60196 0.4 -0.3 -0.4
C -3.64296 1.06467 0.61092 0.1 -0.1 0.3
O -2.83854 1.90838 0.24169 0.3 0.2 -0.1
N -4.91671 1.04768 0.16622 -0.2 0.2 -0.1
C -5.96848 0.15942 0.62389 -0.1 -0.4 0.1
C -5.96091 -1.22370 -0.02477 -0.1 0.2 0.2
H -5.08488 -1.79660 0.26267 0.0 -0.1 0.0
H -6.84575 -1.76989 0.29235 -0.1 -0.1 0.0
H -5.97356 -1.14299 -1.10727 0.0 0.0 -0.1
H -5.91917 0.05339 1.71207 -0.1 0.1 -0.1
H -6.91571 0.65340 0.39223 0.1 0.0 0.1
C -5.30455 2.06965 -0.79486 0.1 0.2 -0.3
C -5.61989 1.49952 -2.17287 0.0 0.1 0.2
H -6.51250 0.87923 -2.15140 -0.1 -0.1 -0.1
H -4.78355 0.90573 -2.53308 0.1 -0.1 -0.1
H -5.78884 2.31628 -2.86966 -0.1 0.1 -0.1
H -4.46490 2.76323 -0.86957 -0.2 -0.1 0.0
H -6.17262 2.61034 -0.40271 0.1 0.0 0.0
H -4.00610 -0.32004 2.25765 0.0 0.0 0.0
H -2.38345 0.39861 2.20128 -0.1 0.1 0.0
N -0.73840 -3.62094 -0.10775 -0.4 -1.1 0.0
O -1.94842 -3.71705 0.07480 0.4 -0.4 -0.3
O -0.00880 -4.56730 -0.31624 0.1 -0.1 0.0
H 1.73069 -2.98576 -0.72540 0.0 0.0 0.0
H 3.35908 0.79216 0.57661 -0.1 -0.1 -0.1
H 5.50464 -0.08394 -1.24219 0.0 0.1 0.0
H 5.35194 1.58600 -0.63878 0.0 -0.1 -0.1
H 7.80760 -0.35020 -0.27412 0.0 -0.1 0.0
H 8.06493 -0.15751 1.45897 0.0 -0.1 -0.1
H 7.72150 2.32349 1.20665 0.0 0.1 0.1
H 7.60801 2.10440 -0.54222 0.0 0.1 -0.1
H 9.10421 1.71663 0.29730 0.1 0.1 0.0
```
Positions in Å, forces in eV/Å.

Summary:
molar mass = 367.47 g mol⁻¹
SMILES = CCCCNC(=O)c1ccc(SCC(=O)N(CC)CC)c([N+](=O)[O-])c1
energy above the lowest of the compared OMol25 structures with the same formula, charge and spin = 372.40 kJ/mol
multiplicity = 1
E_tot = -1526.14316 a.u.

Mulliken atomic charge list, values in e, 4 entries: atom 1 (C): -1.15, atom 2 (C): -0.46, atom 3 (C): -0.40, atom 4 (H): 0.29